{"formula": "C41H76Br6Cl6N2O10", "method": "wB97M-V/def2-TZVPD", "de_lowest_kcal_mol": 175.96, "elements": ["Br", "Br", "Br", "Br", "Br", "Br", "Cl", "Cl", "Cl", "Cl", "Cl", "Cl", "O", "O", "O", "O", "O", "O", "O", "O", "O", "O", "N", "N", "C", "C", "C", "C", "C", "C", "C", "C", "C", "C", "C", "C", "C", "C", "C", "C", "C", "C", "C", "C", "C", "C", "C", "C", "C", "C", "C", "C", "C", "C", "C", "C", "C", "C", "C", "C", "C", "C", "C", "C", "C", "H", "H", "H", "H", "H", "H", "H", "H", "H", "H", "H", "H", "H", "H", "H", "H", "H", "H", "H", "H", "H", "H", "H", "H", "H", "H", "H", "H", "H", "H", "H", "H", "H", "H", "H", "H", "H", "H", "H", "H", "H", "H", "H", "H", "H", "H", "H", "H", "H", "H", "H", "H", "H", "H", "H", "H", "H", "H", "H", "H", "H", "H", "H", "H", "H", "H", "H", "H", "H", "H", "H", "H", "H", "H", "H", "H"], "coordinates": [[-5.40757, 8.39163, -0.72889], [14.10941, 11.29734, -6.05878], [12.85442, 13.13931, -3.70298], [-6.90175, 9.74631, -3.48909], [-3.80432, 9.09497, -3.59558], [11.12826, 10.73856, -4.93677], [4.34205, 4.51201, -6.78611], [3.58282, 7.39085, -7.42049], [5.90891, 9.13001, 6.96368], [7.55233, 11.59327, 7.06941], [-9.52717, 3.87180, -0.39353], [-8.43550, 1.45300, 1.06343], [-7.28631, 5.67301, 6.96887], [-6.24053, -0.67159, -5.21687], [-5.07253, 6.16342, 6.83138], [9.66485, -3.57412, 3.71031], [7.30090, -3.56619, 3.65210], [-3.11739, -8.31218, 0.41851], [-7.98290, -3.38659, 7.60062], [-6.47128, -2.96994, 9.20238], [-2.90675, 1.31003, -5.45298], [-2.49059, -6.29859, 1.11546], [1.15806, 3.09166, 1.09635], [2.65350, -6.63900, -6.39288], [3.35368, -5.25033, -8.33127], [1.73475, 2.13231, 0.11963], [2.99029, -6.88866, -4.89676], [-4.72434, -7.18355, 1.74400], [12.36330, 12.08936, -5.34085], [10.12977, -5.64369, 4.46048], [1.51536, -11.13368, -8.07079], [-4.20719, -9.17307, 0.48989], [-8.12890, -1.30028, 9.00225], [1.63994, -5.51435, -6.58298], [-6.99418, -0.77218, 9.92044], [-4.81623, -0.39779, -5.14578], [-3.37355, -7.17741, 1.06254], [8.43276, -4.11708, 3.74538], [-6.79666, 7.78876, 7.49258], [2.86689, 4.98121, 0.69512], [2.53952, 7.38963, 0.07547], [3.06749, 5.75668, -7.14950], [-6.28025, 6.48062, 7.00692], [-5.14461, -8.61339, 1.64323], [-8.53820, 6.22283, 7.32403], [3.36056, 6.14439, -0.21215], [0.71487, -9.88526, -7.41631], [-7.52179, -2.61493, 8.43379], [10.75926, -4.48840, 3.80506], [-5.53332, 8.48771, -2.72207], [1.45857, 4.48620, 0.48447], [-8.63637, 2.29417, -0.50929], [3.87662, -6.01445, -7.08477], [8.64398, -5.58723, 4.16295], [2.34259, -7.89662, -7.29724], [-4.28541, 1.01162, -5.61734], [1.86583, -5.01269, -7.98742], [6.20579, 10.70584, 6.30734], [1.56087, 2.95516, 2.60391], [-8.08649, 7.41329, 8.08994], [-0.65036, 1.94358, 2.42157], [-0.35888, 2.94173, 1.23203], [1.48154, -8.91141, -6.48234], [-6.29349, -2.11756, 10.34757], [0.65260, 1.74295, 3.06195], [3.59340, 4.17455, 0.59734], [-4.82079, 1.89712, -5.27477], [0.76543, 5.19726, 0.93395], [-9.16691, 1.69840, -1.25206], [1.58054, -3.96095, -8.01076], [1.08531, 0.82674, 2.66016], [3.25949, -8.42050, -7.56732], [-9.18285, 6.38422, 6.46003], [1.87215, -7.44666, -8.17149], [2.04257, -11.66029, -7.27528], [2.06404, -7.22554, -4.43131], [1.29065, 4.48709, -0.59251], [3.87513, -7.50547, -4.73950], [1.91073, -4.68600, -5.92829], [1.26153, -5.48880, -8.75958], [-7.35062, -0.16713, 10.75408], [4.43608, 6.31859, -0.18052], [-4.93336, -9.02136, 2.63169], [-0.99048, 0.95769, 2.10466], [11.58276, -4.04751, 4.36682], [4.68658, -6.74353, -7.10730], [-4.38441, -1.22194, -5.71360], [2.62808, 2.78065, 2.74071], [-0.28140, -10.23248, -7.14248], [6.56033, 10.73699, 5.27708], [-5.33557, -1.94418, 10.83788], [2.14616, -10.66996, -8.82916], [-5.75209, 7.47918, -3.07295], [10.39488, -5.52649, 5.51122], [10.61443, -6.50622, 4.00304], [-0.80695, 3.91516, 1.43147], [0.80685, -11.88951, -8.40968], [-4.57957, -0.64852, -4.11176], [-6.19241, 8.12997, 8.33315], [2.19360, -9.42028, -5.83262], [3.28087, 5.90143, -1.27174], [2.81526, 1.99146, 0.09177], [-4.56263, 1.12972, -6.66486], [1.45898, 3.95868, 3.01703], [2.37861, 5.77111, -6.30492], [5.22833, 11.11899, 6.55627], [0.59741, -5.74372, -6.36247], [4.26905, -5.27065, -6.39133], [-6.24663, -0.12491, 9.46183], [7.90504, -5.87868, 4.90936], [-0.80409, 2.65391, 0.27963], [-4.54761, -6.85778, 2.76906], [0.44232, -9.33194, -8.31501], [-9.08299, 5.67856, 8.09544], [3.88631, -4.29945, -8.31554], [-6.23064, -8.60767, 1.55048], [0.83642, -8.28880, -5.86243], [1.43160, 2.40283, -0.89182], [-1.33034, 2.46537, 3.09497], [-5.38125, -6.44437, 1.28555], [3.48862, -5.68847, -9.32018], [-3.89669, -10.16303, 0.82409], [-8.32636, -0.74419, 8.08581], [3.23242, -5.94845, -4.40132], [-8.84607, 8.18958, 7.99773], [8.47720, -6.09316, 3.21198], [-8.16167, 7.24561, 9.16434], [-7.68215, 2.51256, -0.98873], [2.74882, 7.74657, 1.08387], [11.15795, -4.67003, 2.80698], [-9.05609, -1.70150, 9.41145], [1.38729, 1.11654, 0.30817], [0.83900, 1.69252, 4.13470], [-6.79705, -2.55213, 11.21110], [-6.78803, 8.48223, 6.65167], [1.48082, 7.24215, -0.13787], [-4.79979, -9.32322, -0.41253], [3.00521, 5.20475, 1.75295], [2.58081, 5.32462, -8.02390], [12.00566, 12.78030, -6.10425], [2.93526, 8.11937, -0.63090]], "atomic_forces_ev_per_a": [[-0.1808, 0.3012, -1.6238], [-1.3822, 0.5922, 0.3877], [-0.4366, -0.5095, -1.0681], [0.7012, -1.0633, 1.0043], [-1.1013, -0.7171, 0.9513], [-0.3279, -0.2041, -0.0463], [-0.1847, 0.8264, 0.0255], [0.4650, 0.2005, -0.1634], [0.5436, -1.3218, 0.1144], [-0.2458, -0.0233, 0.4664], [0.3970, -0.7532, 0.1936], [-0.1544, 0.5057, -0.9113], [-0.8798, -3.8470, -1.2898], [1.8157, 1.2113, -0.2029], [-4.1396, 0.7254, 0.0683], [-0.8099, 2.6053, -1.0114], [4.7828, -1.2769, -0.2112], [0.0078, -0.2112, -0.6598], [1.1351, 2.0115, 1.3850], [1.5418, -0.2533, 0.5039], [-1.2558, -0.9890, 0.0573], [-2.6770, -2.2695, -0.1138], [0.0843, 1.6728, -0.0018], [1.6936, -0.0199, -0.3061], [0.2479, 0.2476, 0.9570], [-0.0673, -1.7175, -0.2286], [-0.8496, 0.4966, -0.8588], [1.0321, 0.9814, -0.0475], [2.0867, 0.3524, 0.4315], [0.6449, -1.7585, 0.8450], [-0.8797, 1.5772, 1.9696], [-2.5106, -1.5498, 1.8932], [1.6035, -0.9390, -1.6824], [-0.0102, 0.0570, -0.0353], [-0.3819, -0.8717, 0.5114], [-3.3045, -1.2121, 0.4154], [3.1893, 3.6914, 0.6161], [-3.0379, 0.0456, 1.7177], [1.4965, 0.8192, 0.9712], [1.9034, -0.6117, 0.3843], [1.1305, 0.2842, -0.7391], [-0.5056, -1.4045, 0.2312], [5.0715, 0.2134, 0.6227], [-0.1100, 0.2458, 0.1855], [-0.3357, 0.2446, 1.0479], [-1.0978, -0.6531, 0.1695], [0.2540, -0.8546, -1.7434], [-1.3740, -1.4126, -0.0857], [-0.4029, 1.0963, -0.8961], [0.5302, 1.1070, -0.3830], [-0.0292, 0.5594, 0.2975], [-0.0667, 0.4242, -0.6178], [0.0141, 0.4457, 0.5781], [0.0100, 0.9758, -1.3174], [-0.7708, -0.0894, 1.8320], [2.1186, 1.1168, -0.3543], [-0.1102, 0.1992, -1.0067], [0.0590, 0.8008, 0.1279], [0.2793, -0.9980, -1.3377], [-3.0651, 2.3213, 0.0544], [-0.8165, 1.0510, -0.7497], [-0.5969, -0.8406, -0.1539], [0.0914, 0.3529, -1.0601], [-1.8783, 1.5014, 0.5984], [3.5171, 1.2887, 0.3766], [-0.1091, -0.4325, -0.4277], [-0.9132, -0.2171, 1.3055], [-0.1199, -0.1879, 0.0321], [-0.2442, -0.2220, 0.6328], [0.1320, 0.0096, -0.0881], [0.4153, 0.0980, 0.0243], [0.2456, 0.6332, -0.0271], [0.3189, 0.0555, -0.1176], [-0.1120, -0.4143, 0.0810], [0.5890, 0.1950, -0.1662], [0.3781, -0.4468, 0.0686], [-0.4911, -0.5285, 0.0955], [-0.4098, -0.4697, -0.4483], [0.2592, -0.3626, 0.4152], [-0.2535, -0.1465, 0.2890], [-0.1439, -0.3756, 0.2248], [0.0048, -0.0090, 0.9072], [0.1574, -0.6919, -0.3061], [-0.6530, 0.4448, -0.1408], [-0.3342, 0.2453, 0.1440], [-0.3035, -0.2477, -0.6679], [0.9463, 0.2412, -0.6976], [0.0453, -0.4083, -0.5081], [0.2996, 0.0616, 1.0898], [-0.9316, -0.5288, -0.0109], [0.8323, -0.3560, -1.4917], [0.2012, -0.8407, -0.0819], [0.0604, 0.3455, 0.0494], [-0.4077, -0.6562, 0.1620], [-0.1834, -0.5056, 0.7058], [0.4497, 0.0458, 0.2788], [0.0098, 0.4248, -0.6146], [0.8124, 0.6842, 0.5729], [0.6555, 0.3685, -0.6520], [-0.2585, -0.2219, 0.1733], [-0.5793, -0.4086, -0.1056], [0.0954, 0.8632, 0.5888], [0.0033, -0.8199, -0.9069], [-0.9718, -0.2018, 0.2841], [0.2067, -0.1490, -0.1465], [0.5730, 1.0735, -0.7004], [0.1875, -0.6274, 0.0521], [-0.2746, 0.1505, 0.1357], [-0.2617, -0.1923, -0.7019], [0.3356, -0.0897, -0.0910], [0.3074, -0.2964, -0.0656], [-0.0837, 0.1069, -0.0652], [-0.0109, 0.4707, -0.0381], [0.1687, -1.1820, -0.7221], [0.0192, -0.0430, -0.2752], [0.1140, -0.7534, -0.6346], [-0.4652, -0.4405, 0.0155], [-0.2343, 0.0609, 0.2126], [-0.3583, -0.4121, -0.1746], [0.0358, -0.0956, -0.1850], [0.0671, -0.3234, 0.3133], [0.4042, 0.0264, -0.2829], [-0.3032, 0.4948, 0.4100], [-0.1195, 0.3477, -0.5180], [-0.0119, 0.3514, -0.2544], [-0.3527, -0.5733, 0.1503], [1.0013, -0.3419, 0.0062], [0.1116, 0.0165, 0.6473], [-0.3964, 0.0412, 0.0341], [-0.2495, -0.0974, -0.2008], [-0.0313, 0.6990, 0.5673], [-0.4166, 0.1241, 0.1302], [-0.9789, -0.1349, 0.1689], [-0.7356, -0.3108, -0.2416], [-0.2611, 0.2608, 0.2546], [0.0225, 0.1012, 0.2492], [0.4670, 0.5337, -0.4060], [-0.0893, 0.6439, 0.1010], [-0.0038, 0.5065, 0.0649], [0.0591, -0.2316, 0.2945], [-0.4043, 0.4920, 0.1460]], "mulliken_charge": [-0.01, -0.04, -0.02, -0.03, -0.03, 0.04, -0.17, -0.13, -0.14, -0.15, -0.17, -0.15, -0.34, -0.84, -0.65, -0.34, -0.60, -0.31, -0.59, -0.35, -0.85, -0.62, 0.98, 1.58, -0.60, -1.21, -1.42, -0.30, -0.34, -0.41, -1.10, -0.41, -0.35, -0.91, -0.50, -0.24, 0.47, 0.51, -0.29, -0.65, -1.11, -0.24, 0.54, -0.49, -0.33, -0.69, -0.91, 0.49, -0.33, -0.33, -0.84, -0.26, -1.05, -0.41, -0.97, -0.34, -0.83, -0.23, -0.78, -0.60, -0.46, -0.84, -0.35, -0.42, -0.89, 0.38, 0.21, 0.28, 0.29, 0.50, 0.27, 0.37, 0.29, 0.34, 0.29, 0.30, 0.35, 0.33, 0.44, 0.30, 0.32, 0.39, 0.25, 0.36, 0.27, 0.38, 0.15, 0.45, 0.49, 0.27, 0.37, 0.32, 0.40, 0.25, 0.29, 0.31, 0.36, 0.22, 0.21, 0.27, 0.35, 0.31, 0.15, 0.44, 0.27, 0.26, 0.33, 0.41, 0.25, 0.32, 0.46, 0.24, 0.27, 0.26, 0.40, 0.33, 0.40, 0.37, 0.32, 0.27, 0.31, 0.30, 0.29, 0.47, 0.34, 0.22, 0.29, 0.28, 0.29, 0.24, 0.25, 0.46, 0.51, 0.24, 0.28, 0.32, 0.29, 0.33, 0.27, 0.36, 0.38]}